{
  "formula": "C88H81Cl4N4O13",
  "method": "ωB97M-V/def2-TZVPD",
  "e_homo_ev": [-5.6, -5.4],
  "spin_multiplicity": 2,
  "total_charge": 0,
  "elements": ["C", "N", "C", "C", "C", "C", "C", "C", "C", "C", "N", "C", "C", "C", "H", "H", "H", "H", "H", "H", "H", "H", "H", "H", "H", "H", "H", "H", "C", "N", "C", "C", "C", "C", "C", "C", "C", "C", "N", "C", "C", "C", "H", "H", "H", "H", "H", "H", "H", "H", "H", "H", "H", "H", "H", "H", "C", "O", "H", "H", "H", "C", "O", "H", "H", "H", "C", "O", "H", "H", "H", "C", "O", "H", "H", "H", "O", "H", "Cl", "C", "C", "Cl", "H", "H", "H", "H", "Cl", "C", "C", "Cl", "H", "H", "H", "H", "C", "C", "C", "C", "C", "C", "C", "O", "C", "C", "C", "C", "C", "C", "C", "O", "H", "H", "H", "H", "H", "H", "H", "H", "C", "C", "C", "C", "C", "C", "C", "O", "C", "C", "C", "C", "C", "C", "C", "O", "H", "H", "H", "H", "H", "H", "H", "H", "C", "C", "C", "C", "C", "C", "C", "O", "C", "C", "C", "C", "C", "C", "C", "O", "H", "H", "H", "H", "H", "H", "H", "H", "C", "C", "C", "C", "C", "C", "C", "O", "C", "C", "C", "C", "C", "C", "C", "O", "H", "H", "H", "H", "H", "H", "H", "H"],
  "coordinates": [[2.35, 18.38, -17.72], [1.58, 17.48, -18.54], [0.52, 17.87, -19.27], [-0.36, 16.90, -19.83], [-0.04, 15.50, -19.73], [1.00, 15.18, -18.87], [1.86, 16.19, -18.36], [-0.98, 14.44, -20.22], [-0.53, 13.19, -20.72], [-1.50, 12.28, -21.21], [-2.80, 12.51, -21.19], [-3.29, 13.69, -20.70], [-2.41, 14.61, -20.14], [-3.70, 11.45, -21.59], [2.44, 17.89, -16.75], [1.80, 19.30, -17.56], [3.29, 18.55, -18.24], [0.43, 18.92, -19.50], [-1.16, 17.21, -20.49], [1.20, 14.15, -18.59], [2.75, 15.99, -17.79], [0.53, 12.99, -20.69], [-1.29, 11.25, -21.46], [-4.37, 13.78, -20.73], [-2.70, 15.55, -19.69], [-4.37, 11.15, -20.78], [-3.12, 10.56, -21.80], [-4.25, 11.76, -22.48], [-7.40, 15.04, -16.80], [-5.97, 15.09, -16.38], [-5.25, 13.99, -16.31], [-3.88, 14.21, -15.74], [-3.38, 15.47, -15.61], [-4.22, 16.54, -15.78], [-5.54, 16.31, -16.19], [-1.99, 15.66, -15.16], [-1.66, 16.70, -14.29], [-0.33, 16.94, -13.94], [0.62, 16.05, -14.35], [0.39, 15.08, -15.22], [-0.94, 14.90, -15.61], [1.97, 16.23, -13.88], [-7.81, 14.10, -16.42], [-7.37, 15.12, -17.89], [-8.04, 15.81, -16.37], [-5.80, 13.07, -16.38], [-3.33, 13.30, -15.54], [-3.95, 17.58, -15.71], [-6.15, 17.13, -16.53], [-2.35, 17.46, -13.96], [0.07, 17.68, -13.27], [1.28, 14.64, -15.62], [-1.18, 14.21, -16.40], [2.21, 16.95, -13.10], [2.44, 16.76, -14.71], [2.31, 15.23, -13.61], [2.03, 20.15, -14.25], [0.73, 19.71, -14.51], [2.35, 20.84, -15.03], [2.15, 20.65, -13.28], [2.79, 19.37, -14.18], [4.78, 14.70, -16.30], [3.61, 14.09, -16.69], [4.68, 15.60, -15.69], [5.48, 14.09, -15.73], [5.12, 15.17, -17.23], [-5.23, 17.02, -20.07], [-4.34, 17.75, -19.19], [-5.48, 16.04, -19.68], [-6.19, 17.50, -20.28], [-4.73, 16.77, -21.01], [-7.14, 11.61, -19.22], [-6.43, 12.77, -19.12], [-6.92, 11.00, -20.10], [-7.19, 10.99, -18.32], [-8.17, 11.91, -19.40], [-0.99, 20.34, -18.25], [-1.11, 20.32, -19.22], [-4.41, 7.01, -24.70], [-2.81, 7.74, -24.35], [-2.51, 7.92, -22.82], [-0.86, 8.67, -22.61], [-2.60, 8.63, -24.94], [-2.05, 7.05, -24.70], [-2.49, 6.94, -22.35], [-3.23, 8.55, -22.31], [0.18, 11.13, -17.96], [1.86, 10.53, -18.23], [2.47, 10.63, -19.67], [1.28, 10.06, -20.80], [1.81, 9.54, -17.78], [2.53, 11.12, -17.61], [3.45, 10.17, -19.81], [2.64, 11.61, -20.10], [-7.25, 11.98, -27.11], [-5.99, 11.72, -26.61], [-5.81, 10.87, -25.46], [-6.99, 10.37, -24.81], [-8.29, 10.76, -25.24], [-8.34, 11.53, -26.44], [-9.55, 10.26, -24.68], [-10.66, 10.49, -25.23], [-9.42, 9.36, -23.47], [-10.55, 8.62, -22.93], [-10.44, 8.00, -21.70], [-9.21, 7.78, -21.11], [-8.02, 8.33, -21.61], [-8.12, 9.07, -22.86], [-6.85, 9.60, -23.52], [-5.73, 9.34, -22.97], [-7.17, 12.57, -28.01], [-5.07, 12.13, -27.02], [-4.86, 10.81, -24.97], [-9.27, 11.87, -26.86], [-11.51, 8.60, -23.42], [-11.23, 7.41, -21.26], [-9.11, 7.00, -20.37], [-7.05, 8.09, -21.22], [-2.56, 9.21, -16.63], [-2.99, 8.82, -17.94], [-3.27, 7.48, -18.28], [-3.08, 6.43, -17.31], [-2.64, 6.79, -15.98], [-2.29, 8.16, -15.70], [-2.23, 5.76, -14.99], [-1.62, 6.01, -13.96], [-2.31, 4.32, -15.41], [-1.73, 3.26, -14.61], [-1.72, 1.99, -15.04], [-2.16, 1.57, -16.30], [-2.67, 2.59, -17.12], [-2.77, 3.93, -16.72], [-3.31, 5.01, -17.70], [-3.87, 4.65, -18.75], [-2.29, 10.22, -16.37], [-3.11, 9.58, -18.69], [-3.77, 7.35, -19.23], [-1.81, 8.36, -14.75], [-1.27, 3.51, -13.67], [-1.37, 1.19, -14.39], [-2.01, 0.55, -16.61], [-3.04, 2.26, -18.08], [-0.33, 23.62, -17.88], [0.65, 22.82, -17.35], [1.46, 23.32, -16.34], [1.30, 24.67, -15.99], [0.20, 25.41, -16.42], [-0.67, 24.79, -17.37], [-0.18, 26.74, -15.90], [-1.08, 27.43, -16.38], [0.66, 27.23, -14.76], [0.36, 28.49, -14.20], [1.13, 29.04, -13.14], [2.19, 28.35, -12.69], [2.51, 27.13, -13.21], [1.82, 26.54, -14.26], [2.19, 25.22, -14.94], [3.25, 24.66, -14.61], [-0.91, 23.14, -18.65], [0.90, 21.88, -17.83], [2.32, 22.74, -16.06], [-1.40, 25.36, -17.92], [-0.45, 29.04, -14.65], [0.77, 29.96, -12.71], [2.84, 28.68, -11.89], [3.50, 26.73, -13.06], [7.56, 18.92, -23.47], [6.91, 17.82, -22.87], [5.59, 18.09, -22.26], [5.04, 19.33, -22.27], [5.82, 20.38, -22.81], [7.01, 20.15, -23.52], [5.42, 21.84, -22.63], [6.12, 22.82, -22.95], [4.10, 22.08, -22.14], [3.62, 23.39, -22.11], [2.40, 23.67, -21.53], [1.61, 22.69, -20.96], [2.06, 21.40, -20.87], [3.32, 21.08, -21.40], [3.73, 19.63, -21.47], [3.12, 18.63, -21.00], [8.55, 18.75, -23.87], [7.28, 16.81, -22.93], [5.07, 17.24, -21.86], [7.52, 20.95, -24.04], [4.08, 24.28, -22.52], [2.06, 24.69, -21.52], [0.64, 22.96, -20.57], [1.42, 20.62, -20.49]],
  "lowdin_charge": [0.02, -0.09, 0.02, 0.09, -0.12, 0.03, 0.00, -0.11, 0.03, -0.03, -0.08, 0.05, 0.07, 0.02, 0.09, 0.10, 0.11, 0.08, 0.13, 0.10, 0.11, 0.10, 0.07, 0.13, 0.10, 0.11, 0.06, 0.11, 0.03, -0.09, 0.06, 0.07, -0.18, 0.06, 0.00, -0.13, 0.07, 0.03, -0.10, 0.02, 0.05, 0.02, 0.10, 0.11, 0.10, 0.13, 0.11, 0.14, 0.15, 0.13, 0.13, 0.12, 0.12, 0.11, 0.09, 0.12, -0.18, -0.03, 0.08, 0.10, 0.06, -0.43, -0.45, 0.01, 0.04, 0.04, -0.38, -0.45, 0.01, 0.04, 0.02, -0.43, -0.43, 0.02, 0.03, 0.04, -0.50, -0.14, 0.57, -0.64, -0.58, 0.52, 0.06, 0.06, 0.07, 0.03, 0.53, -0.58, -0.62, 0.56, 0.06, 0.06, 0.08, 0.05, -0.08, -0.05, 0.02, -0.07, -0.07, -0.01, -0.25, 0.07, -0.04, 0.01, -0.08, -0.07, 0.01, -0.04, -0.23, -0.02, 0.11, 0.10, 0.10, 0.12, 0.11, 0.11, 0.11, 0.11, -0.06, -0.06, 0.01, -0.06, -0.06, 0.02, -0.29, 0.09, -0.04, -0.01, -0.10, -0.04, -0.02, -0.06, -0.25, 0.08, 0.07, 0.09, 0.11, 0.11, 0.12, 0.11, 0.11, 0.11, -0.10, -0.05, 0.01, -0.09, -0.07, 0.00, -0.28, 0.09, -0.07, 0.02, -0.06, -0.10, -0.03, -0.05, -0.25, 0.07, 0.11, 0.07, 0.10, 0.12, 0.11, 0.11, 0.11, 0.12, -0.09, 0.00, -0.01, -0.09, -0.06, -0.02, -0.27, 0.07, -0.08, 0.00, -0.05, -0.05, 0.00, -0.04, -0.19, 0.04, 0.11, 0.10, 0.11, 0.12, 0.12, 0.11, 0.11, 0.10]
}

{
  "formula": "C89H122Cl5N14O2",
  "method": "ωB97M-V/def2-TZVPD",
  "e_homo_ev": -19.0,
  "total_charge": 9,
  "elements": ["C", "N", "C", "C", "C", "C", "C", "C", "C", "C", "N", "C", "C", "C", "H", "H", "H", "H", "H", "H", "H", "H", "H", "H", "H", "H", "H", "H", "C", "N", "C", "C", "C", "C", "C", "C", "C", "C", "N", "C", "C", "C", "H", "H", "H", "H", "H", "H", "H", "H", "H", "H", "H", "H", "H", "H", "C", "N", "C", "C", "C", "C", "C", "C", "C", "C", "N", "C", "C", "C", "H", "H", "H", "H", "H", "H", "H", "H", "H", "H", "H", "H", "H", "H", "C", "N", "C", "C", "C", "C", "C", "C", "C", "C", "N", "C", "C", "C", "H", "H", "H", "H", "H", "H", "H", "H", "H", "H", "H", "H", "H", "H", "C", "N", "C", "C", "C", "C", "C", "C", "C", "C", "N", "C", "C", "C", "H", "H", "H", "H", "H", "H", "H", "H", "H", "H", "H", "H", "H", "H", "C", "N", "C", "C", "C", "C", "C", "C", "C", "C", "N", "C", "C", "C", "H", "H", "H", "H", "H", "H", "H", "H", "H", "H", "H", "H", "H", "H", "C", "C", "N", "C", "C", "C", "C", "C", "O", "C", "H", "H", "H", "H", "H", "H", "H", "H", "H", "H", "H", "H", "H", "H", "H", "H", "H", "H", "H", "H", "C", "C", "C", "C", "C", "C", "N", "O", "C", "C", "C", "H", "H", "H", "H", "H", "H", "H", "H", "H", "H", "H", "H", "H", "H", "H", "H", "H", "H", "Cl", "Cl", "Cl", "Cl", "Cl"],
  "coordinates": [[-3.84, 1.17, -1.39], [-3.73, 2.54, -1.97], [-2.79, 3.34, -1.46], [-2.66, 4.66, -1.94], [-3.38, 5.15, -2.98], [-4.22, 4.25, -3.65], [-4.38, 2.97, -3.09], [-3.20, 6.56, -3.46], [-4.21, 7.27, -4.04], [-4.05, 8.49, -4.69], [-2.81, 9.04, -4.62], [-1.78, 8.43, -3.95], [-1.95, 7.20, -3.34], [-2.53, 10.32, -5.34], [-2.85, 0.69, -1.40], [-4.59, 0.60, -1.92], [-4.23, 1.17, -0.38], [-2.23, 3.07, -0.60], [-1.88, 5.21, -1.42], [-4.59, 4.55, -4.61], [-5.03, 2.23, -3.55], [-5.22, 6.86, -4.13], [-4.80, 9.05, -5.21], [-0.83, 8.96, -3.97], [-1.09, 6.74, -2.91], [-3.38, 11.03, -5.39], [-2.32, 10.10, -6.36], [-1.72, 10.80, -4.81], [-0.54, -7.48, 1.41], [-0.15, -6.05, 1.28], [1.14, -5.65, 1.45], [1.49, -4.31, 1.15], [0.54, -3.38, 0.72], [-0.78, -3.83, 0.58], [-1.15, -5.12, 1.01], [0.95, -1.97, 0.41], [0.29, -0.79, 0.90], [0.78, 0.38, 0.47], [1.79, 0.43, -0.46], [2.53, -0.61, -0.74], [2.13, -1.85, -0.26], [2.02, 1.79, -1.12], [-0.04, -8.14, 0.64], [-1.63, -7.58, 1.26], [-0.29, -7.82, 2.42], [1.83, -6.40, 1.78], [2.49, -3.96, 1.28], [-1.63, -3.24, 0.27], [-2.12, -5.57, 0.97], [-0.55, -0.92, 1.58], [0.36, 1.38, 0.72], [3.41, -0.43, -1.34], [2.67, -2.75, -0.62], [1.40, 1.89, -2.00], [3.05, 1.88, -1.38], [1.72, 2.60, -0.46], [1.59, -4.22, -7.12], [0.30, -4.95, -7.05], [0.06, -5.93, -7.97], [-1.11, -6.68, -7.90], [-1.96, -6.31, -6.85], [-1.59, -5.40, -5.86], [-0.45, -4.68, -6.00], [-3.31, -6.99, -6.74], [-4.50, -6.38, -7.04], [-5.70, -7.11, -6.89], [-5.67, -8.40, -6.53], [-4.53, -9.01, -6.27], [-3.30, -8.36, -6.31], [-6.86, -9.33, -6.64], [1.38, -3.15, -7.08], [2.05, -4.40, -8.07], [2.30, -4.44, -6.36], [0.78, -6.08, -8.77], [-1.38, -7.40, -8.63], [-2.21, -5.20, -5.02], [-0.18, -3.96, -5.19], [-4.60, -5.31, -7.36], [-6.64, -6.73, -7.19], [-4.54, -10.06, -6.04], [-2.37, -8.86, -6.22], [-6.67, -10.19, -6.00], [-7.15, -9.65, -7.63], [-7.72, -8.75, -6.24], [7.92, 10.82, -1.22], [7.98, 9.52, -1.99], [8.85, 9.29, -2.98], [8.82, 8.10, -3.70], [7.93, 7.13, -3.34], [7.03, 7.42, -2.30], [7.06, 8.62, -1.63], [8.03, 5.83, -4.03], [8.09, 5.72, -5.43], [8.20, 4.47, -6.00], [8.35, 3.35, -5.27], [8.28, 3.43, -3.93], [8.24, 4.68, -3.26], [8.59, 2.04, -6.06], [8.89, 11.32, -1.39], [7.64, 10.66, -0.18], [7.14, 11.40, -1.67], [9.50, 10.12, -3.17], [9.49, 7.93, -4.53], [6.34, 6.67, -2.00], [6.42, 8.93, -0.86], [7.88, 6.55, -6.06], [8.36, 4.39, -7.08], [8.33, 2.51, -3.31], [8.18, 4.73, -2.17], [9.70, 2.08, -6.24], [7.96, 2.16, -6.95], [8.33, 1.21, -5.44], [0.91, 4.82, 3.61], [0.35, 5.99, 4.38], [-0.43, 6.76, 3.67], [-1.19, 7.71, 4.31], [-0.96, 7.96, 5.67], [-0.12, 7.14, 6.38], [0.55, 6.16, 5.69], [-1.75, 9.07, 6.31], [-1.29, 9.81, 7.39], [-2.10, 10.78, 7.92], [-3.35, 11.02, 7.44], [-3.82, 10.23, 6.48], [-3.08, 9.28, 5.91], [-4.21, 12.13, 8.05], [0.11, 4.09, 3.66], [1.70, 4.29, 4.11], [1.07, 5.08, 2.58], [-0.38, 6.62, 2.56], [-1.86, 8.29, 3.68], [-0.08, 7.27, 7.44], [1.30, 5.49, 6.08], [-0.29, 9.75, 7.79], [-1.67, 11.41, 8.70], [-4.85, 10.47, 6.18], [-3.54, 8.62, 5.18], [-5.19, 11.73, 8.32], [-4.15, 13.02, 7.44], [-3.70, 12.41, 8.99], [-6.86, -2.70, 1.52], [-6.25, -2.88, 2.90], [-5.82, -1.73, 3.52], [-5.13, -1.81, 4.66], [-4.66, -3.04, 5.09], [-5.06, -4.22, 4.50], [-5.99, -4.10, 3.43], [-3.70, -3.11, 6.20], [-2.77, -2.08, 6.49], [-2.09, -2.11, 7.69], [-2.25, -3.12, 8.56], [-3.08, -4.15, 8.33], [-3.76, -4.15, 7.12], [-1.19, -3.23, 9.72], [-6.05, -2.47, 0.83], [-7.68, -2.00, 1.64], [-7.24, -3.67, 1.19], [-6.12, -0.82, 3.05], [-4.90, -0.93, 5.20], [-4.70, -5.16, 4.94], [-6.57, -4.90, 2.97], [-2.44, -1.30, 5.81], [-1.50, -1.25, 7.99], [-3.15, -4.95, 8.99], [-4.45, -4.94, 6.95], [-1.13, -2.28, 10.23], [-0.20, -3.54, 9.37], [-1.56, -3.90, 10.50], [-8.90, -11.83, -0.13], [-9.64, -10.46, 0.02], [-8.78, -9.18, 0.10], [-8.02, -8.99, -1.18], [-9.78, -8.00, 0.35], [-9.29, -6.64, 0.00], [-7.87, -9.33, 1.34], [-6.96, -8.12, 1.72], [-7.69, -7.18, 2.54], [-7.77, -7.55, 3.90], [-9.65, -12.59, 0.07], [-8.13, -11.84, 0.65], [-8.42, -11.95, -1.10], [-10.23, -10.47, 0.94], [-10.34, -10.39, -0.84], [-8.63, -9.10, -2.07], [-7.29, -9.80, -1.22], [-7.54, -8.06, -1.06], [-9.98, -7.99, 1.45], [-10.69, -8.30, -0.21], [-8.41, -6.41, 0.52], [-9.98, -5.86, 0.34], [-9.07, -6.41, -1.02], [-7.17, -10.14, 1.19], [-8.56, -9.53, 2.18], [-6.45, -7.66, 0.90], [-6.10, -8.43, 2.31], [-6.83, -7.57, 4.45], [-8.14, -8.55, 4.05], [-8.41, -6.82, 4.45], [11.08, 1.09, -1.48], [11.54, 0.41, -0.13], [12.98, 0.84, 0.30], [13.10, 2.26, 0.96], [12.11, 2.22, 2.18], [10.63, 1.83, 1.87], [10.31, 0.72, 0.78], [9.29, 0.46, 0.54], [9.84, 3.05, 1.21], [10.01, 1.34, 3.24], [11.57, -1.10, -0.35], [10.04, 0.92, -1.70], [11.66, 0.84, -2.35], [11.23, 2.18, -1.38], [13.52, 0.84, -0.64], [13.47, 0.14, 0.98], [12.93, 3.07, 0.21], [14.12, 2.41, 1.33], [12.07, 3.12, 2.80], [12.48, 1.44, 2.83], [8.87, 2.77, 0.74], [10.52, 3.69, 0.60], [9.54, 3.60, 2.10], [10.13, 2.07, 4.10], [10.58, 0.45, 3.51], [8.98, 0.97, 3.18], [12.33, -1.28, -1.13], [10.66, -1.62, -0.62], [11.96, -1.47, 0.57], [-0.13, -3.89, -2.83], [0.23, 4.89, 0.08], [-1.98, -4.71, 3.46], [-3.67, -1.54, 0.64], [6.09, 2.19, -1.75]],
  "lowdin_charge": [-0.02, -0.06, 0.01, 0.01, -0.13, 0.06, 0.05, -0.11, 0.04, 0.07, -0.07, 0.04, 0.06, 0.05, 0.09, 0.09, 0.06, 0.12, 0.03, 0.13, 0.15, 0.15, 0.16, 0.15, 0.12, 0.13, 0.11, 0.10, 0.01, -0.11, 0.02, 0.02, -0.16, -0.06, -0.19, -0.11, 0.05, -0.02, -0.06, 0.02, 0.02, 0.03, 0.12, 0.09, 0.10, 0.14, 0.11, 0.03, 0.08, 0.12, 0.14, 0.15, 0.15, 0.10, 0.03, 0.01, 0.04, -0.06, 0.05, 0.07, -0.13, 0.04, -0.06, -0.12, 0.06, 0.04, -0.07, 0.00, 0.09, 0.06, 0.11, 0.10, 0.11, 0.16, 0.14, 0.12, 0.02, 0.16, 0.15, 0.15, 0.13, 0.11, 0.12, 0.11, 0.07, -0.07, 0.05, 0.06, -0.14, 0.07, 0.01, -0.13, 0.05, -0.01, -0.07, -0.03, 0.04, 0.09, 0.12, 0.11, 0.11, 0.16, 0.15, 0.13, 0.14, 0.13, 0.16, 0.08, 0.12, 0.14, 0.11, 0.09, 0.03, -0.07, -0.01, 0.06, -0.11, 0.06, 0.03, -0.10, 0.05, 0.04, -0.05, -0.01, 0.03, 0.08, 0.11, 0.10, 0.00, 0.14, 0.13, 0.14, 0.15, 0.14, 0.17, 0.17, 0.14, 0.12, 0.12, 0.11, 0.02, -0.05, -0.02, 0.03, -0.16, 0.00, 0.05, -0.13, 0.05, -0.01, -0.04, 0.05, 0.06, 0.08, 0.00, 0.10, 0.09, 0.14, 0.13, 0.11, 0.12, 0.14, 0.15, 0.14, 0.12, 0.09, 0.11, 0.10, -0.03, -0.15, -0.25, 0.01, -0.12, -0.08, -0.05, -0.15, -0.24, -0.09, 0.10, 0.07, 0.08, 0.14, 0.14, 0.12, 0.11, 0.07, 0.15, 0.14, 0.03, 0.11, 0.08, 0.12, 0.14, 0.11, 0.13, 0.09, 0.08, 0.12, 0.00, -0.38, -0.10, -0.13, -0.12, -0.36, -0.07, 0.27, 0.00, -0.01, -0.01, 0.07, 0.10, 0.08, 0.13, 0.13, 0.11, 0.12, 0.13, 0.12, 0.09, 0.09, 0.09, 0.13, 0.09, 0.08, 0.12, 0.10, 0.08, -0.46, -0.39, -0.17, -0.37, -0.61]
}

| no. | M (g mol⁻¹) |
| --- | --- |
| 1 | 1544.443 |
| 2 | 1597.316 |